ORCA calculation (ωB97M-V/def2-TZVPD) on a molecular structure, C2Li2O2 at a distorted geometry.

Cartesian coordinates (Å):
O1 1.38651 -0.11134 0.50758
C1 0.94076 -1.15969 0.34972
C2 -1.44092 -0.59061 -0.16130
O2 -2.33039 -1.28210 -0.36332
Li1 -0.52471 1.53249 -0.03824
Li2 1.96876 1.61125 -0.29444

## Properties
2S+1 ... 2
F_max ... 3.5 eV/Å
Energy relative to the best compared isomer or geometry (same formula, charge and spin) ... 0.000 eV
Total charge ... +1
⟨S²⟩ ... 0.751
Total energy ... -241.45676 a.u.
Highest occupied orbital energy (spin up / spin down) ... -9.95 / -17.35 eV